# 1
Entry from the OMol25 dataset: the ion C3H7NOS with charge -1 in a non-equilibrium geometry (ωB97M-V/def2-TZVPD).

```
13
Properties=species:S:1:pos:R:3:forces:R:3
O 1.004 -0.116 2.746 -0.01 -0.07 -0.20
C 0.424 -0.679 1.738 -0.15 0.34 0.08
C 0.483 -0.062 0.353 -0.57 -0.98 0.38
C -0.778 -0.473 -0.399 -0.22 0.46 -0.43
S -0.700 -0.064 -2.212 0.08 -0.04 0.00
N 0.524 1.389 0.471 0.60 0.32 0.09
H -0.078 -1.649 1.815 0.06 -0.19 0.05
H 1.329 -0.499 -0.213 0.35 0.42 -0.17
H -1.589 0.118 0.014 -0.16 -0.09 0.02
H -1.028 -1.529 -0.364 0.20 -0.11 0.32
H -1.775 0.730 -2.262 0.02 0.03 0.03
H 0.723 1.544 1.464 -0.05 -0.06 -0.03
H 1.342 1.755 -0.007 -0.15 -0.03 -0.13
```
Positions in Å, forces in eV/Å.

Computed properties:
**ΔE to the lowest compared entry with this formula, charge and spin**: 50.0 kJ/mol
**2S+1**: 2
**LUMO (spin up / spin down)**: 3.328 / 3.273 eV
**Charge**: -1
**Orbital gap (spin up / spin down)**: 3.36 / 6.91 eV


# 2
Entry from the OMol25 dataset: a structure of composition C18H28IOP2Ru in a non-equilibrium geometry (ωB97M-V/def2-TZVPD).

```
51
Properties=species:S:1:pos:R:3:forces:R:3
C -0.383 -0.113 -6.710 0.19 0.03 -0.10
I -0.918 0.022 -4.623 0.02 -0.08 0.05
H 0.698 -0.010 -6.771 -0.16 -0.02 0.04
H -0.894 0.698 -7.224 0.00 -0.08 0.17
H -0.715 -1.086 -7.063 -0.01 0.10 0.15
Ru -0.181 -0.091 -0.774 0.67 0.08 0.46
P -0.052 2.218 -0.920 -0.35 3.06 -0.16
C -1.603 3.140 -1.239 0.02 -0.45 0.11
C 0.613 3.014 0.590 -0.07 -0.33 -0.10
H 0.735 4.093 0.448 -0.01 -0.22 -0.04
H 1.171 3.903 -2.211 -0.10 -0.18 0.19
H 1.578 2.554 0.819 0.02 0.24 0.06
H 2.051 2.346 -2.081 0.06 0.18 -0.16
H -2.321 2.928 -0.442 0.01 0.10 -0.07
H -0.069 2.829 1.425 0.06 0.15 -0.04
C 1.075 2.812 -2.236 0.04 -0.67 0.02
H -1.418 4.218 -1.285 0.08 -0.20 0.03
H 0.688 2.500 -3.209 0.05 0.03 0.10
H -2.035 2.805 -2.186 0.05 0.06 0.06
P -0.022 -2.395 -0.578 -0.32 -3.04 0.32
C -1.560 -3.375 -0.760 0.02 0.45 0.04
C 1.117 -3.162 -1.791 0.01 0.72 -0.08
H 1.608 -2.451 1.191 0.02 -0.25 0.09
H 0.785 -4.038 1.051 -0.01 0.21 -0.07
H -0.036 -2.653 1.831 0.06 -0.15 -0.02
C 0.649 -2.951 1.033 -0.07 0.29 -0.16
H 2.086 -2.662 -1.708 0.06 -0.20 -0.13
H 1.229 -4.235 -1.605 -0.11 0.20 0.14
H -1.360 -4.445 -0.649 0.08 0.20 0.00
H -1.995 -3.186 -1.745 0.04 -0.05 0.07
H 0.728 -3.003 -2.800 0.06 -0.03 0.08
H -2.282 -3.059 -0.001 0.01 -0.10 -0.05
C -1.978 -0.124 -1.065 -5.02 -0.21 -2.23
O -3.133 -0.145 -1.252 3.73 0.10 1.04
C 2.565 0.200 4.194 -1.05 0.12 1.51
C 2.831 0.111 2.825 0.01 -0.08 -1.27
C 1.782 0.074 1.902 -0.13 0.05 0.53
C 0.453 0.125 2.343 0.74 -0.09 -1.11
C -0.610 0.079 1.422 0.13 -0.10 -1.73
C -1.931 0.141 1.914 0.73 -0.06 -0.67
C -2.188 0.240 3.279 -0.04 0.10 1.39
C -1.137 0.278 4.190 -0.86 0.03 0.14
C 0.185 0.220 3.736 0.18 0.10 1.39
C 1.247 0.257 4.650 1.18 -0.01 0.29
H 3.380 0.227 4.905 0.05 0.00 0.03
H 3.856 0.068 2.480 0.09 0.00 -0.01
H 2.007 0.003 0.845 -0.04 0.01 -0.04
H -2.785 0.115 1.260 -0.16 -0.02 -0.31
H -3.211 0.286 3.633 -0.03 0.00 0.06
H -1.360 0.353 5.248 0.12 0.00 0.04
H 1.055 0.328 5.715 -0.05 0.00 -0.04
```
Positions in Å, forces in eV/Å.

Computed properties:
**ΔE to the lowest compared entry with this formula, charge and spin**: 135.7 kJ/mol
**2S+1**: 5
**LUMO (spin up / spin down)**: -10.670 / -14.838 eV
**Charge**: +3
**Orbital gap (spin up / spin down)**: 6.08 / 1.84 eV


# 3
Entry from the OMol25 dataset: a structure of composition C43H54Cl3Ge2N2OPRhS (ωB97M-V/def2-TZVPD).

```
108
Properties=species:S:1:pos:R:3:forces:R:3
Rh 0.750 0.035 -1.311 -0.01 -0.08 0.11
Cl -5.764 -4.202 7.389 -0.01 -0.01 0.01
C -4.631 -3.193 6.571 0.01 0.00 -0.01
C -3.615 -2.574 7.284 -0.01 0.00 0.01
C -2.714 -1.764 6.614 -0.01 -0.01 -0.02
C -2.810 -1.556 5.243 0.02 0.01 0.03
C -1.821 -0.675 4.513 -0.06 -0.06 0.01
C -0.745 -1.517 3.832 -0.05 0.12 0.03
N -0.086 -0.737 2.786 0.08 -0.14 0.00
C 0.660 0.400 2.968 -0.04 0.00 0.02
C 0.969 0.852 1.726 -0.01 0.07 0.01
N 0.422 0.003 0.791 0.08 -0.05 0.03
C -0.201 -0.949 1.470 -0.08 0.09 -0.03
O -1.150 0.224 5.369 0.01 -0.02 0.00
C -1.949 1.351 5.749 0.04 0.01 -0.05
C -2.184 2.291 4.602 0.02 0.03 0.03
C -1.260 3.178 4.136 0.02 -0.01 0.00
Cl 0.324 3.427 4.750 -0.03 0.00 -0.01
S -1.838 4.122 2.827 0.03 -0.03 -0.04
C -3.350 3.316 2.867 -0.03 0.04 0.02
C -3.396 2.385 3.854 -0.02 -0.03 -0.01
C -3.838 -2.198 4.562 0.01 -0.01 0.01
Cl -3.993 -1.988 2.832 -0.01 0.00 -0.03
C -4.753 -3.014 5.201 0.00 0.01 0.02
H -3.537 -2.726 8.351 0.00 -0.01 0.00
H -1.922 -1.270 7.162 0.00 -0.01 0.00
H -2.353 -0.119 3.733 0.00 -0.01 -0.03
H -1.185 -2.394 3.363 0.00 0.00 0.00
H -0.009 -1.837 4.569 0.00 0.01 -0.01
H 0.879 0.781 3.949 0.00 0.01 0.00
H 1.557 1.710 1.448 -0.02 0.00 0.00
H -0.750 -1.777 1.051 0.00 0.00 0.00
H -1.389 1.844 6.542 0.01 0.00 0.00
H -2.904 1.014 6.160 0.00 0.00 0.00
H -4.134 3.602 2.185 0.00 0.00 0.01
H -4.273 1.788 4.070 0.00 0.00 0.00
H -5.545 -3.499 4.648 0.00 0.00 0.00
C -2.745 -1.014 -4.291 0.00 0.03 0.07
Ge -1.023 -1.783 -3.783 0.03 -0.13 -0.09
C -1.160 -3.730 -3.679 0.03 0.07 -0.03
C 0.304 -1.288 -5.139 -0.01 -0.01 0.01
C -0.640 -1.271 -1.877 -0.01 0.06 0.02
H -3.088 -1.515 -5.197 0.00 0.00 0.00
H -2.687 0.052 -4.512 0.01 0.02 0.00
H -3.498 -1.173 -3.518 -0.01 0.00 -0.02
H -1.439 -4.132 -4.654 0.00 0.00 0.00
H -1.912 -4.041 -2.954 -0.01 0.03 0.00
H -0.202 -4.165 -3.395 0.01 0.00 -0.01
H -0.223 -1.225 -6.093 0.02 0.00 -0.01
H 1.077 -2.049 -5.225 -0.01 -0.01 0.00
H 0.793 -0.329 -4.968 0.00 -0.04 0.01
H -0.197 -2.159 -1.392 -0.02 -0.01 0.00
H -1.621 -1.099 -1.427 0.03 0.01 0.05
C 3.104 1.672 -3.916 -0.04 -0.07 -0.04
Ge 2.808 0.226 -2.657 -0.01 0.02 0.10
C 3.187 -1.502 -3.435 0.05 0.17 0.00
C 3.983 -1.473 -4.583 0.01 0.00 0.06
C 4.274 -2.643 -5.266 0.01 -0.06 -0.02
C 3.762 -3.853 -4.818 0.02 0.02 -0.04
C 2.956 -3.892 -3.687 -0.05 0.05 0.04
C 2.666 -2.722 -3.002 -0.02 -0.06 -0.07
C 3.225 0.735 -0.804 0.06 -0.03 -0.09
C 3.347 2.106 -0.620 -0.01 -0.01 -0.14
C 3.897 2.659 0.546 0.04 -0.02 0.04
C 4.330 1.824 1.540 -0.01 0.08 0.00
C 4.198 0.421 1.432 -0.04 -0.07 -0.02
C 4.575 -0.423 2.504 0.01 -0.01 0.01
C 4.392 -1.773 2.426 0.01 0.01 0.01
C 3.851 -2.340 1.255 0.01 0.02 -0.05
C 3.504 -1.548 0.194 0.00 0.04 -0.03
C 3.648 -0.143 0.253 -0.04 -0.05 0.02
H 4.175 1.764 -4.104 0.00 0.01 0.02
H 2.737 2.629 -3.555 0.02 0.00 0.02
H 2.611 1.433 -4.858 0.02 0.01 -0.01
H 4.394 -0.539 -4.949 -0.02 -0.01 -0.02
H 4.899 -2.611 -6.148 0.00 -0.01 0.00
H 3.987 -4.766 -5.353 0.00 0.00 0.00
H 2.553 -4.834 -3.341 -0.01 0.00 -0.01
H 2.005 -2.780 -2.145 0.00 0.02 0.01
H 3.066 2.781 -1.419 0.00 0.00 0.03
H 4.004 3.732 0.638 -0.01 0.00 0.00
H 4.774 2.234 2.440 -0.01 0.00 0.00
H 5.005 0.026 3.391 -0.01 0.00 0.00
H 4.678 -2.413 3.250 0.00 0.01 0.00
H 3.729 -3.414 1.188 0.01 0.01 -0.01
H 3.145 -2.010 -0.716 -0.02 0.03 0.06
C -2.672 1.306 -0.124 0.05 -0.01 -0.01
C -2.323 1.521 -1.594 0.02 0.00 -0.01
P -0.555 1.736 -1.969 -0.15 0.01 -0.05
C -0.473 2.124 -3.751 0.02 0.09 0.03
C -1.610 2.964 -4.338 -0.03 -0.02 0.00
C -0.048 3.201 -1.006 0.06 -0.04 0.01
C -0.974 4.418 -1.056 0.04 0.02 -0.01
H -3.755 1.286 -0.009 0.01 -0.01 0.02
H -2.287 2.103 0.514 0.02 -0.02 -0.01
H -2.277 0.363 0.252 0.00 -0.01 0.01
H -2.803 2.432 -1.962 0.00 0.00 -0.02
H -2.696 0.707 -2.215 -0.01 -0.01 -0.02
H -0.409 1.170 -4.276 -0.02 0.00 0.03
H 0.487 2.624 -3.905 -0.01 -0.03 0.00
H -2.568 2.447 -4.282 0.01 -0.01 0.00
H -1.403 3.153 -5.391 -0.01 0.00 0.00
H -1.718 3.928 -3.846 0.01 0.01 0.01
H 0.956 3.470 -1.339 0.01 -0.01 -0.02
H 0.055 2.851 0.024 -0.02 -0.01 0.04
H -1.012 4.863 -2.047 -0.01 0.00 -0.01
H -0.596 5.177 -0.372 0.00 0.00 0.00
H -1.989 4.176 -0.742 -0.01 -0.01 0.00
```
Positions in Å, forces in eV/Å.

Computed properties:
**ΔE to the lowest compared entry with this formula, charge and spin**: 0.0 kJ/mol
**2S+1**: 2
**LUMO (spin up / spin down)**: -6.238 / -7.042 eV
**Charge**: +2
**Orbital gap (spin up / spin down)**: 6.63 / 5.83 eV


# 4
Entry from the OMol25 dataset: a structure of composition C31H64BClF2MnN6OSbSi3 (ωB97M-V/def2-TZVPD).

```
111
Properties=species:S:1:pos:R:3:forces:R:3
Mn 2.224 -0.162 0.537 -0.28 -0.42 0.20
C 4.230 1.395 -1.179 0.01 0.01 -0.02
C 4.189 1.955 0.244 0.00 -0.04 0.01
N 4.030 0.913 1.281 0.16 0.01 -0.05
C 5.174 0.011 1.510 -0.06 0.00 -0.02
C 5.269 -1.116 0.474 -0.04 0.00 0.01
N 3.952 -1.708 0.196 0.10 0.12 0.07
C 3.730 -2.099 -1.200 0.02 0.05 -0.07
C 3.716 -0.865 -2.124 -0.01 -0.01 0.03
N 3.218 0.342 -1.434 -0.04 -0.08 0.02
H 5.218 0.996 -1.402 -0.01 0.00 0.01
H 4.074 2.229 -1.868 0.00 0.00 0.02
H 3.326 2.617 0.343 0.00 -0.02 -0.02
H 5.091 2.554 0.411 0.00 0.00 0.00
H 3.810 1.381 2.154 -0.02 -0.01 -0.02
H 5.028 -0.429 2.498 0.00 0.00 0.00
H 6.120 0.561 1.538 0.02 -0.01 -0.02
H 5.983 -1.862 0.833 0.00 0.00 0.01
H 5.678 -0.739 -0.460 0.01 0.01 0.01
H 3.769 -2.504 0.793 0.09 -0.02 0.00
H 2.761 -2.602 -1.234 -0.01 0.02 0.01
H 4.479 -2.811 -1.562 -0.01 -0.01 -0.01
H 3.073 -1.084 -2.977 0.01 0.00 0.00
H 4.710 -0.675 -2.532 0.01 0.00 0.02
H 2.459 0.767 -1.965 0.02 0.02 0.01
C -3.323 -1.714 5.323 0.02 0.01 0.05
C -2.455 -1.954 4.080 0.03 0.00 -0.01
C -1.056 -1.405 4.406 0.03 0.02 0.01
C -3.041 -1.133 2.926 -0.04 -0.04 -0.05
C -2.419 -3.489 3.740 0.00 0.04 0.01
O -1.648 -4.210 4.697 0.03 0.02 0.00
C -3.848 -4.075 3.735 -0.06 0.02 0.04
C -4.035 -5.495 3.191 -0.03 -0.05 0.00
C -4.046 -5.628 1.684 -0.03 0.02 0.02
C -3.287 -6.606 1.053 0.01 -0.02 -0.01
C -3.255 -6.720 -0.329 -0.01 0.00 -0.01
C -4.000 -5.840 -1.094 0.00 0.00 -0.03
Cl -3.952 -5.955 -2.828 0.00 0.00 0.03
C -4.789 -4.872 -0.495 0.00 -0.01 0.03
C -4.809 -4.776 0.888 0.00 -0.01 -0.03
C -1.757 -3.825 2.398 0.02 0.02 -0.02
N -0.412 -3.305 2.181 0.02 -0.08 -0.08
C -0.035 -2.388 1.296 -0.07 0.02 0.02
N 1.271 -2.181 1.387 0.06 0.12 -0.08
C 1.640 -3.039 2.380 0.01 -0.07 -0.03
N 0.655 -3.748 2.873 0.00 0.06 0.04
H -3.322 -0.648 5.557 0.02 -0.01 0.00
H -2.929 -2.225 6.206 -0.01 -0.02 -0.01
H -4.359 -2.015 5.183 -0.02 0.03 -0.01
H -1.163 -0.425 4.875 0.00 -0.01 0.00
H -0.440 -1.256 3.519 0.00 0.00 0.01
H -0.518 -2.058 5.092 -0.01 0.00 0.00
H -3.053 -0.078 3.203 0.00 0.00 0.01
H -4.066 -1.417 2.680 0.02 -0.02 0.03
H -2.440 -1.204 2.018 -0.02 0.01 0.03
H -2.050 -4.094 5.565 0.00 0.00 0.00
H -4.541 -3.395 3.237 0.04 0.00 -0.03
H -4.156 -4.094 4.782 -0.04 0.01 -0.01
H -4.993 -5.856 3.575 0.01 -0.02 -0.02
H -3.275 -6.156 3.614 0.02 0.03 -0.02
H -2.698 -7.292 1.653 0.01 0.01 0.00
H -2.659 -7.483 -0.810 0.00 0.00 0.00
H -5.384 -4.208 -1.107 0.00 0.00 0.00
H -5.436 -4.021 1.347 0.00 0.00 0.00
H -2.365 -3.467 1.568 0.01 -0.01 0.02
H -1.682 -4.905 2.316 0.01 -0.03 0.03
H -0.718 -1.875 0.640 0.02 0.01 -0.02
H 2.649 -3.142 2.746 -0.01 -0.01 0.00
F -0.899 0.599 1.134 0.04 -0.08 -0.06
B 0.405 0.940 1.282 0.03 0.38 0.02
F 0.504 2.089 1.993 0.00 -0.07 -0.05
C -2.387 3.519 -0.322 0.02 -0.02 0.02
Si -1.884 2.819 -1.981 -0.02 0.02 -0.02
C -2.597 3.886 -3.346 0.01 0.01 0.01
C -2.477 1.052 -2.149 0.00 -0.01 -0.02
Sb 0.671 2.730 -2.074 -0.09 0.09 -0.04
Si 1.134 3.041 -4.570 0.03 -0.03 -0.01
C 2.970 2.684 -4.773 0.02 -0.01 0.02
C 0.763 4.736 -5.267 -0.05 -0.01 0.00
C 0.171 1.730 -5.500 -0.02 -0.02 0.01
Si 1.205 5.085 -1.244 0.06 0.04 -0.01
C 0.014 6.381 -1.879 0.00 0.00 0.00
C 1.165 5.073 0.626 -0.02 -0.03 0.01
C 2.948 5.487 -1.820 0.01 0.00 0.01
H -3.478 3.522 -0.249 0.00 0.00 0.01
H -2.045 4.547 -0.194 -0.01 0.00 0.00
H -1.994 2.923 0.503 0.00 0.00 -0.01
H -3.687 3.913 -3.254 0.00 0.00 0.00
H -2.358 3.510 -4.341 0.02 -0.03 -0.01
H -2.233 4.912 -3.275 0.00 0.01 0.00
H -3.568 1.004 -2.112 0.00 0.01 0.00
H -2.081 0.441 -1.336 0.00 0.01 0.00
H -2.154 0.616 -3.097 0.00 -0.01 0.00
H 3.579 3.370 -4.180 0.00 0.01 0.00
H 3.276 2.787 -5.817 -0.01 0.00 -0.01
H 3.207 1.663 -4.459 0.00 0.00 0.00
H 1.367 5.516 -4.800 0.00 -0.01 0.02
H -0.288 5.001 -5.145 0.00 0.01 0.01
H 0.987 4.738 -6.337 0.00 0.01 0.00
H 0.400 0.732 -5.119 0.00 0.00 0.00
H 0.428 1.748 -6.562 0.01 0.01 0.00
H -0.908 1.873 -5.418 -0.01 0.02 0.01
H -1.000 6.203 -1.519 0.00 0.00 0.00
H -0.016 6.418 -2.968 0.01 0.00 -0.01
H 0.325 7.364 -1.515 0.00 0.01 -0.01
H 0.177 4.809 1.006 0.00 0.00 0.00
H 1.422 6.064 1.011 0.00 0.00 0.00
H 1.869 4.352 1.046 0.00 0.01 0.00
H 3.023 5.531 -2.909 -0.01 0.00 0.00
H 3.667 4.742 -1.467 -0.01 0.00 0.01
H 3.260 6.457 -1.426 0.00 0.00 -0.01
```
Positions in Å, forces in eV/Å.

Computed properties:
**ΔE to the lowest compared entry with this formula, charge and spin**: 0.0 kJ/mol
**2S+1**: 6
**LUMO (spin up / spin down)**: -1.903 / -1.977 eV
**Charge**: +1
**Orbital gap (spin up / spin down)**: 7.82 / 8.00 eV